{"formula": "C5H28AgB2N10O5", "method": "ωB97M-V/def2-TZVPD", "species": ["Ag", "B", "H", "H", "H", "H", "B", "H", "H", "H", "H", "C", "O", "N", "N", "H", "H", "H", "H", "C", "O", "N", "N", "H", "H", "H", "H", "C", "O", "N", "N", "H", "H", "H", "H", "C", "O", "N", "N", "H", "H", "H", "H", "C", "O", "N", "N", "H", "H", "H", "H"], "xyz": [[11.80889, 19.77460, -15.38358], [9.50898, 19.20450, -18.02753], [10.55588, 19.23781, -18.28670], [9.33536, 18.45193, -17.27405], [9.26254, 20.17141, -17.61693], [8.94471, 19.07100, -18.93748], [13.70381, 20.38767, -12.50734], [13.50450, 21.28274, -13.07598], [13.92778, 19.50432, -13.08507], [14.36940, 20.53754, -11.67142], [12.76134, 20.11670, -12.05726], [11.73562, 24.19572, -17.95646], [12.25317, 23.27186, -17.47337], [12.50992, 25.20365, -18.42751], [10.52671, 24.25764, -18.41974], [12.15712, 26.00314, -18.93391], [13.47094, 24.90567, -18.33948], [9.84777, 23.55110, -18.17490], [10.31545, 24.92746, -19.14555], [15.64484, 18.77264, -18.69699], [15.46146, 19.03377, -17.56805], [14.82118, 18.64048, -19.63329], [16.85243, 18.52316, -19.13331], [13.92365, 18.89026, -19.24323], [15.07034, 18.50726, -20.60296], [17.59910, 18.50942, -18.45331], [16.99057, 18.82176, -20.08822], [8.79160, 23.40371, -12.53728], [9.48202, 22.68871, -13.27641], [8.79586, 24.66177, -12.59597], [8.04281, 22.89741, -11.64859], [9.61594, 25.06457, -13.02646], [8.45051, 25.24349, -11.84602], [7.93298, 21.89446, -11.69480], [7.62228, 23.45351, -10.91782], [8.08084, 17.23728, -11.74043], [8.84679, 17.83396, -12.51192], [7.44034, 16.13564, -12.02297], [7.68859, 17.74069, -10.63797], [7.34769, 15.74859, -12.95125], [6.78037, 15.82927, -11.32248], [6.92680, 17.23297, -10.21137], [8.28422, 18.41188, -10.17448], [13.01618, 14.49463, -15.61430], [12.63434, 15.66515, -15.58468], [12.31060, 13.52091, -15.92159], [14.18664, 13.98021, -15.38231], [12.56810, 12.54497, -15.95822], [11.34004, 13.74414, -16.08978], [14.80414, 14.44555, -14.73250], [14.30096, 12.98184, -15.48371]], "multiplicity": 2, "relative_energy_ev": 10.483, "homo_lumo_gap_ha": [0.2362, 0.0941], "mol_weight_g_mol": 437.84, "largest_force_ha_per_bohr": 0.201, "energy_ha": -1327.34073, "homo_energy_ev": [-7.376, -7.375], "s2": 0.753}

---

{"formula": "C5H28N2O9", "method": "ωB97M-V/def2-TZVPD", "species": ["C", "N", "C", "O", "C", "C", "C", "N", "H", "H", "H", "H", "H", "H", "H", "H", "H", "H", "H", "H", "H", "H", "O", "H", "H", "O", "H", "H", "O", "H", "H", "O", "H", "H", "O", "H", "H", "O", "H", "H", "O", "H", "H", "O"], "xyz": [[-0.22724, -0.57547, -0.29530], [-0.71416, -1.09243, 0.99932], [-1.98354, -1.49549, 1.13193], [-2.81331, -1.29299, 0.25284], [1.31090, -0.61432, -0.24827], [1.69256, -2.09970, -0.43030], [3.18331, -2.38289, -0.18502], [1.85159, 0.29636, -1.25563], [-0.66322, -1.21238, -1.05611], [-0.46982, 0.49528, -0.28388], [-0.10727, -1.12134, 1.80856], [-2.17848, -1.96615, 2.11075], [1.73193, -0.33931, 0.71519], [1.50827, -2.43467, -1.45425], [1.13645, -2.69866, 0.28666], [3.68359, -1.68085, 0.48653], [3.81044, -2.25344, -1.07905], [3.31045, -3.42353, 0.10426], [1.45701, 0.12791, -2.17767], [2.86655, 0.13056, -1.30983], [-1.81501, 0.18368, -2.60572], [-1.52041, 0.22534, -4.07309], [-1.46963, -0.36574, -3.33280], [-2.76223, 0.67306, 0.03531], [-3.69784, 1.88294, 0.02890], [-2.75206, 1.64851, 0.04467], [-1.45002, 2.39576, -2.09629], [-2.52902, 2.00038, -1.56268], [-2.21046, 1.95263, -2.52095], [2.32129, 3.35321, 0.47759], [1.57490, 2.01634, 0.35633], [1.55454, 2.88976, 0.79017], [1.45469, 2.19515, 3.55025], [0.01063, 1.55233, 3.41154], [0.85763, 1.52416, 3.89777], [-0.36248, 2.92631, 1.11307], [-1.79060, 2.33096, 1.63364], [-0.83673, 2.37050, 1.74248], [1.27681, -1.76879, -4.63559], [0.02418, -1.21583, -3.61379], [0.90068, -1.59285, -3.74954], [1.27333, -0.15639, 3.59540], [1.77194, -1.28270, 4.41252], [1.57471, -1.09761, 3.49536]], "smiles": "CC[C@@H](N)CNC=O.O.O.O.O.O.O.O.O", "relative_energy_ev": 2.269, "homo_lumo_gap_ha": 0.3572, "mol_weight_g_mol": 260.28, "largest_force_ha_per_bohr": 0.059, "energy_ha": -993.98749, "homo_energy_ev": -9.446}

---

{"formula": "C5H28O8", "method": "ωB97M-V/def2-TZVPD", "species": ["C", "C", "C", "C", "C", "H", "H", "H", "H", "H", "H", "H", "H", "H", "H", "H", "H", "H", "H", "O", "H", "H", "O", "H", "H", "O", "H", "H", "O", "H", "H", "O", "H", "H", "O", "H", "H", "O", "H", "H", "O"], "xyz": [[-0.19802, -2.73051, -2.09268], [-1.22035, -1.74299, -1.58277], [-1.77966, -2.00521, -0.20433], [-0.63895, -2.13516, 0.81839], [-1.03261, -1.17374, 2.12061], [-0.63979, -3.76103, -2.19206], [0.59073, -2.74122, -1.39261], [0.17531, -2.43522, -3.05819], [-1.98991, -1.68438, -2.28578], [-0.64564, -0.81922, -1.53449], [-2.34420, -1.21294, 0.07976], [-2.38995, -2.80345, -0.12804], [-0.65007, -3.19516, 1.08200], [0.49871, -1.94061, 0.48850], [-0.29994, -0.50195, 2.25282], [-2.06373, -0.77796, 2.04189], [-0.85168, -1.83280, 3.08957], [-2.46817, 1.91171, -3.34115], [-2.72742, 0.27548, -3.76664], [-2.06466, 0.98618, -3.50091], [2.03886, 0.72324, -0.12101], [2.69958, -0.79570, 0.31755], [2.83220, 0.19788, 0.28245], [-0.68824, 1.68185, -2.04824], [-1.69423, 0.86139, -1.35035], [-1.26449, 1.67249, -1.22886], [-0.16089, 3.31147, 3.26427], [1.10927, 3.85371, 2.92256], [0.22762, 4.09544, 2.91086], [-0.12681, 1.59402, 0.31218], [-0.30506, 2.55313, 1.43166], [-0.32684, 1.64892, 1.25055], [3.10423, -0.77269, -1.99582], [4.29128, -1.75069, -1.73866], [3.47219, -1.72310, -2.19003], [1.07658, 3.35087, -0.38848], [2.42414, 3.18006, 0.11519], [1.71522, 2.65409, -0.22296], [0.11617, 0.97808, 4.00528], [1.36447, 1.42719, 3.38171], [0.83472, 1.57850, 4.19626]], "smiles": "CCCCC.O.O.O.O.O.O.O.O", "relative_energy_ev": 2.761, "homo_lumo_gap_ha": 0.3954, "mol_weight_g_mol": 216.27, "largest_force_ha_per_bohr": 0.112, "energy_ha": -809.10852, "homo_energy_ev": -10.639}

---

{"formula": "C5H29NO10", "method": "ωB97M-V/def2-TZVPD", "species": ["C", "C", "N", "C", "C", "C", "O", "H", "H", "H", "H", "H", "H", "H", "H", "H", "H", "H", "H", "H", "O", "H", "H", "O", "H", "H", "O", "H", "H", "O", "H", "H", "O", "H", "H", "O", "H", "H", "O", "H", "H", "O", "H", "H", "O"], "xyz": [[1.90134, -2.12887, 1.29206], [0.60725, -2.21020, 0.60196], [-0.42440, -1.46821, 1.19809], [-1.85435, -1.69516, 0.78982], [-2.76871, -1.95426, 1.98159], [-0.13856, 0.02728, 1.35512], [0.36432, -3.10095, -0.17794], [1.87861, -3.10657, 2.06962], [2.89071, -2.42652, 0.78721], [2.08084, -1.25723, 1.59690], [-2.34319, -0.87987, 0.29202], [-1.90783, -2.65695, 0.15663], [-2.31212, -2.72656, 2.74336], [-2.99137, -0.93409, 2.41243], [-3.74459, -2.24032, 1.52287], [-0.96711, 0.65461, 1.36923], [0.47284, 0.39071, 0.55183], [0.33181, 0.19876, 2.29380], [-0.47572, 0.50418, 4.22522], [-1.23012, 1.66259, 3.69364], [-0.46382, 1.42528, 4.10489], [1.37256, 3.85185, 3.15912], [0.95649, 2.46734, 2.58647], [1.15387, 3.39889, 2.37746], [-1.56792, 1.65229, -1.47983], [-2.02231, 2.76485, -2.30910], [-1.45331, 2.66227, -1.61631], [1.82152, -0.70419, -2.82675], [0.90350, 0.61492, -3.46565], [0.92395, -0.39410, -3.18435], [-1.65912, -1.95111, -1.65269], [-0.61359, -1.12023, -2.56030], [-1.43916, -1.03945, -2.00126], [-2.55079, 0.23586, -1.71834], [-3.87928, 0.70930, -2.73289], [-3.42248, 0.76042, -1.85696], [3.98587, -0.57744, -2.35741], [3.22633, -1.28775, -1.14793], [3.47666, -1.30820, -2.12914], [0.95301, 3.64101, 0.50968], [0.12973, 3.22772, -0.75040], [1.05238, 3.21729, -0.34062], [1.67854, 1.86180, -1.65343], [2.02954, 1.28128, -0.39295], [2.31285, 1.15286, -1.35482]], "smiles": "CCN(C)C(C)=O.O.O.O.O.O.O.O.O.O", "relative_energy_ev": 5.440, "homo_lumo_gap_ha": 0.3590, "mol_weight_g_mol": 263.28, "largest_force_ha_per_bohr": 0.181, "energy_ha": -1014.95006, "homo_energy_ev": -9.572}

---

{"formula": "C5H29NO9", "method": "ωB97M-V/def2-TZVPD", "species": ["C", "N", "C", "C", "C", "C", "H", "H", "H", "H", "H", "H", "H", "H", "H", "H", "H", "H", "H", "O", "H", "H", "O", "H", "H", "O", "H", "H", "O", "H", "H", "O", "H", "H", "O", "H", "H", "O", "H", "H", "O", "H", "H", "O"], "xyz": [[1.96690, -2.54294, 1.65137], [1.22801, -0.21989, 0.20463], [0.69911, -1.47704, -0.12912], [1.07318, -2.65058, 0.41856], [0.43671, -3.95860, 0.13181], [-0.33520, -1.38830, -1.22557], [1.61249, -3.27010, 2.39444], [1.96819, -1.53963, 2.06608], [2.98545, -2.91950, 1.47399], [2.21798, -0.27557, 0.38536], [1.14140, 0.48503, -0.52152], [-0.00686, -4.10002, -0.85188], [-0.28138, -4.32725, 0.88430], [1.19890, -4.75512, 0.15326], [0.11898, -1.44951, -2.20485], [-1.09803, -2.15670, -1.11955], [-0.90169, -0.45147, -1.23823], [1.02918, 0.86987, -2.78935], [0.52251, 0.22160, -4.02194], [1.26398, 0.16746, -3.40970], [-0.08741, 1.22440, 2.88751], [1.23100, 1.10989, 2.05494], [0.63596, 1.72262, 2.49115], [0.15140, 2.94758, -1.04456], [1.01721, 2.82175, -2.35777], [0.48205, 2.31574, -1.74622], [3.61717, 2.16036, 0.19765], [4.63011, 1.00085, 0.22024], [3.74150, 1.24064, -0.06697], [-1.96882, -4.38775, -0.19931], [-3.19022, -3.51069, -0.38072], [-2.60076, -4.08014, -0.87716], [-0.66057, -0.79228, 2.49360], [-2.30349, -0.46634, 2.49751], [-1.40879, -0.23186, 2.70174], [-1.73190, 0.70965, -0.02747], [-1.60684, 1.55806, 1.15602], [-2.30341, 1.13547, 0.63492], [-1.60194, 4.24760, -0.39352], [-0.54232, 4.04113, 0.64535], [-0.63236, 4.32249, -0.29363], [-3.38949, 2.84487, 0.30759], [-3.57269, 2.93606, -1.16091], [-3.29047, 3.47736, -0.41668]], "smiles": "CC(C)=C(C)N.O.O.O.O.O.O.O.O.O", "relative_energy_ev": 1.521, "homo_lumo_gap_ha": 0.2952, "mol_weight_g_mol": 247.28, "largest_force_ha_per_bohr": 0.045, "energy_ha": -939.79593, "homo_energy_ev": -7.814}

---

{"formula": "C5H2ClFS", "method": "ωB97M-V/def2-TZVPD", "species": ["C", "C", "C", "C", "C", "H", "H", "F", "S", "Cl"], "xyz": [[0.76357, 0.88942, -0.93167], [-0.03760, 0.04664, -0.23284], [-1.22075, -0.63119, -0.79503], [0.25550, -0.20731, 1.14206], [0.46908, -0.47298, 2.30986], [-1.71940, -1.26844, -0.04236], [0.63765, -0.67958, 3.32447], [0.55400, 1.18918, -2.18512], [-1.83445, -0.54567, -2.29389], [2.13241, 1.67993, -0.29547]], "smiles": "C#C/C(C=S)=C(/F)Cl", "relative_energy_ev": 0.307, "homo_lumo_gap_ha": 0.2893, "mol_weight_g_mol": 148.59, "largest_force_ha_per_bohr": 0.048, "energy_ha": -1149.85807, "homo_energy_ev": -8.922}

---

What is the formula in the fifth record? C5H29NO9